(1)
88
Properties=species:S:1:pos:R:3:lowdin_spin:R:1 method="wB97M-V/def2-TZVPD" spin_multiplicity=3 s_squared=2.02 charge=+2 gap_ev="7.587 / 7.969"
V 0.65 0.77 -0.31 1.923
N 0.39 -1.22 2.66 0.009
C 1.50 -1.37 1.90 0.014
N 1.68 -0.76 0.74 0.010
C 2.95 -1.08 0.23 0.004
C 3.70 -1.89 1.00 0.001
S 2.84 -2.30 2.43 0.002
C 3.29 -0.42 -1.02 0.004
C 4.37 -0.53 -1.79 0.002
S 4.30 0.59 -3.10 0.000
C 2.80 1.18 -2.54 0.006
N 2.34 0.53 -1.46 0.001
N 2.14 2.17 -3.15 0.006
H -0.47 -1.05 2.17 0.002
H 0.31 -1.77 3.50 0.000
H 4.71 -2.23 0.83 0.000
H 5.22 -1.20 -1.67 0.000
H 2.61 2.65 -3.91 0.000
H 1.56 2.75 -2.56 0.000
O 1.07 3.50 -0.81 0.012
C 0.08 3.03 -0.28 0.008
O -0.58 2.00 -0.83 0.008
C -0.33 3.34 1.13 0.001
P 0.27 1.79 1.95 -0.005
C 1.96 2.15 2.52 0.001
C 2.71 3.20 2.02 0.000
C 3.99 3.43 2.51 0.000
C 4.53 2.61 3.49 -0.001
C 3.78 1.54 3.98 0.000
C 2.50 1.31 3.50 0.000
C -0.80 1.64 3.40 0.000
C -0.43 2.14 4.65 -0.001
C -1.33 2.06 5.70 0.000
C -2.59 1.50 5.51 -0.001
C -2.96 1.02 4.26 0.000
C -2.06 1.08 3.21 0.000
H -1.41 3.34 1.21 0.001
H 0.10 4.26 1.53 0.000
H 2.33 3.84 1.23 0.000
H 4.57 4.27 2.13 0.000
H 5.52 2.80 3.88 0.000
H 4.19 0.90 4.75 0.000
H 1.92 0.49 3.91 0.000
H 0.54 2.60 4.80 0.000
H -1.05 2.45 6.67 0.000
H -3.29 1.45 6.34 0.000
H -3.94 0.59 4.11 0.000
H -2.35 0.71 2.23 0.000
C -4.28 -1.78 -1.64 0.000
Si -3.09 -1.01 -0.48 0.004
C -3.62 0.72 -0.09 0.001
C -2.99 -2.11 1.02 0.001
As -0.86 -0.85 -1.37 -0.014
Si -0.11 -3.10 -1.73 -0.001
C -1.49 -4.02 -2.53 -0.002
C 1.41 -3.10 -2.78 0.000
C 0.29 -3.89 -0.10 0.001
Si -1.18 0.03 -3.61 0.000
C -1.56 1.84 -3.55 0.001
C -2.58 -0.82 -4.47 -0.002
C 0.42 -0.33 -4.50 0.001
H -5.23 -1.87 -1.10 0.000
H -3.98 -2.79 -1.96 0.000
H -4.46 -1.18 -2.52 0.000
H -4.22 0.76 0.83 0.000
H -4.24 1.10 -0.90 0.000
H -2.77 1.40 0.03 0.000
H -4.01 -2.40 1.29 0.000
H -2.55 -1.64 1.90 0.000
H -2.44 -3.02 0.79 0.000
H -1.96 -3.44 -3.33 0.000
H -2.26 -4.28 -1.80 0.000
H -1.12 -4.95 -2.96 0.000
H 1.17 -2.98 -3.84 0.000
H 1.92 -4.06 -2.65 0.000
H 2.11 -2.31 -2.49 0.000
H -0.31 -3.52 0.73 0.000
H 1.35 -3.76 0.14 0.000
H 0.11 -4.97 -0.19 0.000
H -2.28 2.08 -2.77 0.000
H -2.00 2.10 -4.51 0.000
H -0.67 2.45 -3.40 0.000
H -3.52 -0.28 -4.29 0.000
H -2.72 -1.86 -4.18 0.000
H -2.38 -0.79 -5.54 0.000
H 1.23 -0.59 -3.82 0.000
H 0.73 0.55 -5.08 0.000
H 0.28 -1.16 -5.20 0.000


(2)
78
Properties=species:S:1:pos:R:3:lowdin_spin:R:1 method="wB97M-V/def2-TZVPD" spin_multiplicity=8 s_squared=16.08 relative_energy_kj_mol=359.8 charge=+1 gap_ev="6.137 / 6.368"
Gd -0.43 -0.38 1.98 6.755
C -2.02 -1.09 3.47 -0.004
C -1.62 -2.15 2.57 0.002
C 0.24 -1.52 3.80 -0.006
C -0.88 -0.65 4.18 -0.021
C -0.22 -2.44 2.82 -0.010
C -3.42 -0.60 3.67 0.002
H -4.02 -0.70 2.76 0.000
H -3.44 0.45 3.98 0.000
H -3.91 -1.19 4.45 0.000
C -0.81 0.40 5.24 -0.002
H -1.69 1.05 5.21 0.000
H 0.08 1.03 5.09 0.000
H -0.76 -0.05 6.24 -0.001
C 1.59 -1.51 4.44 0.002
H 1.53 -2.06 5.39 0.000
H 1.92 -0.49 4.64 0.000
H 2.33 -1.99 3.81 0.000
C 0.55 -3.59 2.27 0.000
H 0.44 -4.47 2.91 -0.001
H 1.62 -3.36 2.20 0.000
H 0.20 -3.87 1.27 0.000
C -2.55 -3.01 1.78 0.003
H -2.83 -3.90 2.37 0.001
H -2.08 -3.37 0.86 0.000
H -3.47 -2.49 1.51 0.000
C -0.97 1.53 0.99 0.008
C -2.09 0.70 1.01 0.035
C -2.63 -0.04 -0.19 0.011
C -1.51 -0.77 -0.96 0.014
C -0.40 -1.23 -0.02 0.097
C 0.80 -0.50 0.19 -0.053
C 1.06 0.85 -0.44 -0.003
C -0.13 1.83 -0.25 0.003
H -3.17 0.65 -0.85 0.002
H -1.09 -0.12 -1.73 0.002
H -3.37 -0.78 0.15 0.000
H -0.78 1.82 -1.13 0.000
H -0.89 2.27 1.78 0.003
H -2.83 0.91 1.78 0.004
H 0.26 2.84 -0.16 0.000
H 1.94 1.27 0.04 0.000
H 1.70 -1.07 0.44 -0.002
H 1.29 0.74 -1.51 -0.002
H -1.92 -1.64 -1.48 0.002
H -0.33 -2.31 0.10 0.006
P -0.68 1.01 -4.57 0.000
C -0.73 2.86 -4.55 0.000
C -2.06 0.68 -5.76 0.000
P 1.67 -0.82 -5.37 0.000
C 0.76 0.77 -5.72 0.000
C 1.12 -1.80 -6.85 0.000
C 3.36 -0.33 -5.95 0.000
H 0.14 3.25 -4.00 0.000
H -1.63 3.20 -4.03 0.000
H -0.72 3.28 -5.57 0.000
H -1.97 1.29 -6.66 0.000
H -3.02 0.89 -5.27 0.000
H -2.04 -0.38 -6.05 0.000
H 3.34 0.08 -6.97 0.000
H 4.03 -1.20 -5.92 0.000
H 3.76 0.43 -5.27 0.000
H 1.45 1.62 -5.61 0.000
H 0.41 0.74 -6.76 0.000
H 1.69 -2.74 -6.89 0.000
H 1.27 -1.25 -7.78 0.000
H 0.06 -2.06 -6.75 0.000
F 4.39 3.90 3.96 -0.001
C 3.42 3.04 3.56 -0.003
C 3.75 1.83 2.94 0.006
C 2.74 0.95 2.54 0.014
C 1.39 1.26 2.75 0.112
C 1.07 2.48 3.38 0.014
C 2.08 3.36 3.79 0.005
H 4.78 1.58 2.77 0.001
H 3.01 0.02 2.06 0.002
H 0.05 2.77 3.59 0.001
H 1.82 4.29 4.27 0.001


(3)
92
Properties=species:S:1:pos:R:3:lowdin_charge:R:1 method="wB97M-V/def2-TZVPD" spin_multiplicity=1 relative_energy_kj_mol=66.4 charge=+2 gap_ev=6.021
Ti -0.80 0.20 -0.96 1.041
Se -3.40 3.43 -7.29 1.228
N -4.20 2.77 -5.85 -0.207
C -3.27 2.20 -5.13 -0.336
C -3.54 1.51 -3.87 -0.060
C -4.82 1.31 -3.36 0.057
C -4.97 0.57 -2.21 0.012
C -3.83 0.11 -1.56 -0.056
N -2.60 0.38 -1.98 0.026
C -2.45 1.03 -3.15 -0.125
C -1.09 1.11 -3.68 -0.138
N -0.11 0.57 -2.91 0.006
C 1.11 0.47 -3.41 -0.062
C 1.45 0.96 -4.67 0.012
C 0.49 1.58 -5.42 0.055
C -0.82 1.65 -4.93 -0.059
C -1.93 2.25 -5.66 -0.335
N -1.79 2.87 -6.80 -0.206
H -5.68 1.69 -3.90 0.137
H -5.95 0.33 -1.82 0.129
H -3.91 -0.52 -0.69 0.123
H 1.85 -0.02 -2.78 0.124
H 2.47 0.87 -5.03 0.129
H 0.71 2.00 -6.40 0.136
N 0.92 0.42 0.27 -0.049
C 2.12 1.28 0.17 -0.196
C 1.84 2.59 -0.57 -0.161
C 0.50 3.18 -0.15 -0.192
N -0.60 2.50 -0.91 -0.018
H 0.48 0.62 1.19 0.057
H 1.26 -0.57 0.43 0.054
H 2.92 0.73 -0.34 0.110
H 2.47 1.51 1.17 0.122
H 1.84 2.45 -1.65 0.098
H 2.64 3.30 -0.34 0.125
H 0.48 4.25 -0.36 0.125
H 0.34 3.03 0.92 0.097
H -0.50 2.81 -1.87 0.093
H -1.49 2.88 -0.59 0.099
C 0.61 -0.23 6.15 -0.030
N 0.93 0.84 5.21 -0.075
C 1.28 2.16 5.75 -0.124
C 1.39 2.99 4.48 -0.128
N 0.53 2.30 3.50 -0.119
C -0.80 2.87 3.37 -0.067
C 0.53 0.92 3.90 -0.364
N 0.26 0.01 3.05 0.098
C 0.50 -1.39 3.39 -0.219
C 0.52 -2.30 2.15 -0.207
N 1.70 -2.08 1.31 0.067
C 2.63 -2.96 1.14 -0.338
N 3.44 -2.95 0.03 -0.104
C 3.11 -2.27 -1.19 -0.051
C 4.47 -3.97 0.06 -0.108
C 4.27 -4.63 1.43 -0.105
N 3.09 -3.96 1.96 -0.086
C 2.71 -4.24 3.33 -0.028
H 0.65 0.19 7.15 0.094
H 1.32 -1.05 6.10 0.086
H -0.40 -0.61 5.99 0.089
H 2.21 2.12 6.30 0.129
H 0.49 2.52 6.42 0.125
H 2.42 2.98 4.11 0.120
H 1.09 4.02 4.61 0.124
H -0.71 3.91 3.05 0.090
H -1.37 2.86 4.32 0.100
H -1.36 2.32 2.62 0.046
H -0.26 -1.80 4.07 0.106
H 1.47 -1.47 3.88 0.103
H -0.32 -2.05 1.50 0.070
H 0.38 -3.33 2.48 0.112
H 3.78 -1.42 -1.37 0.084
H 2.08 -1.92 -1.13 0.049
H 3.20 -2.96 -2.03 0.096
H 5.46 -3.53 -0.04 0.123
H 4.33 -4.68 -0.76 0.123
H 5.12 -4.47 2.09 0.124
H 4.09 -5.71 1.35 0.126
H 3.61 -4.29 3.95 0.097
H 2.20 -5.20 3.41 0.100
H 2.07 -3.47 3.72 0.056
C -3.06 -0.92 2.01 0.038
C -2.95 0.47 1.47 -0.535
N -3.86 1.35 1.88 0.227
O -2.02 0.85 0.72 -0.099
H -4.06 -1.14 2.36 0.100
H -2.35 -0.99 2.84 0.096
H -2.75 -1.64 1.26 0.080
H -4.60 1.08 2.51 0.132
H -3.82 2.31 1.57 0.133
O -0.26 -1.50 -1.35 -0.248
O -1.20 -1.44 -0.29 -0.301


What did the second record say?
78
Properties=species:S:1:pos:R:3:lowdin_spin:R:1 method="wB97M-V/def2-TZVPD" spin_multiplicity=8 s_squared=16.08 relative_energy_kj_mol=359.8 charge=+1 gap_ev="6.137 / 6.368"
Gd -0.43 -0.38 1.98 6.755
C -2.02 -1.09 3.47 -0.004
C -1.62 -2.15 2.57 0.002
C 0.24 -1.52 3.80 -0.006
C -0.88 -0.65 4.18 -0.021
C -0.22 -2.44 2.82 -0.010
C -3.42 -0.60 3.67 0.002
H -4.02 -0.70 2.76 0.000
H -3.44 0.45 3.98 0.000
H -3.91 -1.19 4.45 0.000
C -0.81 0.40 5.24 -0.002
H -1.69 1.05 5.21 0.000
H 0.08 1.03 5.09 0.000
H -0.76 -0.05 6.24 -0.001
C 1.59 -1.51 4.44 0.002
H 1.53 -2.06 5.39 0.000
H 1.92 -0.49 4.64 0.000
H 2.33 -1.99 3.81 0.000
C 0.55 -3.59 2.27 0.000
H 0.44 -4.47 2.91 -0.001
H 1.62 -3.36 2.20 0.000
H 0.20 -3.87 1.27 0.000
C -2.55 -3.01 1.78 0.003
H -2.83 -3.90 2.37 0.001
H -2.08 -3.37 0.86 0.000
H -3.47 -2.49 1.51 0.000
C -0.97 1.53 0.99 0.008
C -2.09 0.70 1.01 0.035
C -2.63 -0.04 -0.19 0.011
C -1.51 -0.77 -0.96 0.014
C -0.40 -1.23 -0.02 0.097
C 0.80 -0.50 0.19 -0.053
C 1.06 0.85 -0.44 -0.003
C -0.13 1.83 -0.25 0.003
H -3.17 0.65 -0.85 0.002
H -1.09 -0.12 -1.73 0.002
H -3.37 -0.78 0.15 0.000
H -0.78 1.82 -1.13 0.000
H -0.89 2.27 1.78 0.003
H -2.83 0.91 1.78 0.004
H 0.26 2.84 -0.16 0.000
H 1.94 1.27 0.04 0.000
H 1.70 -1.07 0.44 -0.002
H 1.29 0.74 -1.51 -0.002
H -1.92 -1.64 -1.48 0.002
H -0.33 -2.31 0.10 0.006
P -0.68 1.01 -4.57 0.000
C -0.73 2.86 -4.55 0.000
C -2.06 0.68 -5.76 0.000
P 1.67 -0.82 -5.37 0.000
C 0.76 0.77 -5.72 0.000
C 1.12 -1.80 -6.85 0.000
C 3.36 -0.33 -5.95 0.000
H 0.14 3.25 -4.00 0.000
H -1.63 3.20 -4.03 0.000
H -0.72 3.28 -5.57 0.000
H -1.97 1.29 -6.66 0.000
H -3.02 0.89 -5.27 0.000
H -2.04 -0.38 -6.05 0.000
H 3.34 0.08 -6.97 0.000
H 4.03 -1.20 -5.92 0.000
H 3.76 0.43 -5.27 0.000
H 1.45 1.62 -5.61 0.000
H 0.41 0.74 -6.76 0.000
H 1.69 -2.74 -6.89 0.000
H 1.27 -1.25 -7.78 0.000
H 0.06 -2.06 -6.75 0.000
F 4.39 3.90 3.96 -0.001
C 3.42 3.04 3.56 -0.003
C 3.75 1.83 2.94 0.006
C 2.74 0.95 2.54 0.014
C 1.39 1.26 2.75 0.112
C 1.07 2.48 3.38 0.014
C 2.08 3.36 3.79 0.005
H 4.78 1.58 2.77 0.001
H 3.01 0.02 2.06 0.002
H 0.05 2.77 3.59 0.001
H 1.82 4.29 4.27 0.001